[1]
{"formula": "C4H10ClN", "method": "the ωB97M-V functional and the def2-TZVPD basis", "homo_lumo_gap_ev": 10.21, "smiles": "C[C@H](CN)CCl", "elements": ["C", "C", "C", "N", "C", "Cl", "H", "H", "H", "H", "H", "H", "H", "H", "H", "H"], "coordinates": [[-0.830, 1.283, 0.024], [0.225, 0.275, -0.377], [-0.125, -1.016, 0.248], [-1.486, -1.453, -0.102], [1.675, 0.707, 0.049], [2.970, -0.658, -0.069], [-1.761, 0.947, -0.491], [-0.553, 2.283, -0.277], [-1.095, 1.287, 1.132], [0.201, 0.163, -1.397], [-0.002, -0.775, 1.259], [0.652, -1.719, -0.037], [-1.673, -1.700, -1.066], [-1.950, -2.151, 0.429], [1.599, 0.888, 1.112], [2.153, 1.640, -0.437]], "atomic_forces_ev_per_a": [[-1.1, 0.1, 0.6], [1.3, 1.3, 1.3], [-0.3, -1.7, -1.4], [0.0, 0.9, -0.4], [0.3, 0.3, -0.2], [-1.0, 1.1, -0.2], [0.6, 0.6, 0.4], [-0.1, 0.4, -0.1], [0.6, -0.1, -1.2], [0.0, -0.1, -2.7], [-0.4, -0.5, 2.0], [-0.1, -0.5, 0.2], [0.7, 0.3, -0.1], [0.2, -0.5, 1.0], [0.3, 0.2, 0.3], [-1.1, -1.7, 0.5]]}

[2]
{"formula": "C6H32BF4N12O10", "method": "the ωB97M-V functional and the def2-TZVPD basis", "homo_lumo_gap_ev": 9.68, "charge": -1, "elements": ["B", "F", "F", "F", "F", "O", "H", "H", "O", "H", "H", "O", "H", "H", "O", "H", "H", "C", "O", "N", "N", "H", "H", "H", "H", "C", "O", "N", "N", "H", "H", "H", "H", "C", "O", "N", "N", "H", "H", "H", "H", "C", "O", "N", "N", "H", "H", "H", "H", "C", "O", "N", "N", "H", "H", "H", "H", "C", "O", "N", "N", "H", "H", "H", "H"], "coordinates": [[-0.185, 0.161, 0.637], [-0.999, 0.895, -0.243], [0.462, -0.846, -0.076], [0.858, 0.964, 1.177], [-0.969, -0.417, 1.655], [-3.429, 0.264, 2.887], [-3.741, 1.020, 2.384], [-2.564, 0.063, 2.506], [-1.497, 3.067, -2.055], [-1.832, 2.306, -2.575], [-1.143, 2.673, -1.253], [0.893, -3.016, -2.704], [1.510, -2.594, -2.089], [1.313, -2.947, -3.568], [-1.086, -3.054, 1.592], [-1.405, -3.032, 2.499], [-0.956, -2.121, 1.354], [3.647, -2.157, -0.664], [2.819, -3.041, -0.507], [4.986, -2.405, -0.487], [3.343, -0.837, -0.810], [5.619, -1.710, -0.837], [5.288, -3.302, -0.163], [2.356, -0.681, -0.955], [4.015, -0.137, -1.067], [-4.448, -1.257, -0.790], [-4.949, -2.365, -0.710], [-4.970, -0.299, -1.622], [-3.412, -0.799, -0.025], [-5.823, -0.570, -2.072], [-4.564, 0.605, -1.775], [-3.036, -1.269, 0.774], [-3.069, 0.110, -0.275], [1.530, -2.599, 3.288], [1.757, -3.763, 3.580], [0.530, -1.875, 3.915], [2.117, -1.967, 2.247], [0.327, -0.955, 3.570], [-0.153, -2.434, 4.389], [2.675, -2.550, 1.650], [1.771, -1.050, 2.038], [3.146, 2.405, -0.537], [4.196, 2.794, -1.024], [3.068, 1.870, 0.716], [1.935, 2.369, -1.189], [2.184, 1.526, 1.048], [3.898, 1.795, 1.271], [1.837, 3.015, -1.953], [1.120, 2.110, -0.661], [-0.495, 4.358, 2.014], [-1.131, 5.346, 2.353], [0.884, 4.369, 2.038], [-1.057, 3.152, 1.745], [1.263, 3.667, 1.424], [1.279, 5.286, 2.135], [-0.467, 2.351, 1.583], [-2.020, 3.047, 2.002], [-1.857, -0.198, -3.450], [-2.470, 0.876, -3.462], [-0.710, -0.460, -2.773], [-2.242, -1.182, -4.315], [-0.592, 0.010, -1.888], [-0.335, -1.382, -2.962], [-1.843, -2.102, -4.261], [-3.177, -1.099, -4.671]], "atomic_forces_ev_per_a": [[0.2, -1.2, -1.0], [0.3, 0.3, 0.7], [-0.2, 0.1, 0.0], [-2.2, -0.3, 0.8], [0.3, 1.0, 0.0], [0.2, 0.1, 0.2], [-0.1, -0.1, -0.1], [-0.1, 0.1, 0.1], [0.1, 0.1, -0.1], [0.0, 0.1, 0.0], [-0.2, 0.1, 0.0], [-0.2, 0.3, -0.5], [0.0, -0.4, 0.4], [0.1, -0.1, 0.0], [-0.2, 0.0, -0.3], [0.0, 0.0, -0.1], [0.0, -0.8, 0.2], [0.8, -0.1, 1.2], [-0.3, 0.2, -0.4], [-0.1, 0.6, -0.5], [-0.7, -0.7, -0.5], [0.4, -0.3, 0.3], [0.0, -0.1, -0.2], [0.1, 0.4, 0.0], [-0.1, 0.1, 0.0], [-0.3, 0.1, 0.7], [0.1, -0.1, 0.0], [-0.1, -0.3, -0.2], [-0.1, 0.4, -0.8], [0.1, 0.1, -0.2], [0.0, 0.0, -0.1], [-0.1, -0.4, -0.2], [0.3, 0.0, 0.4], [-1.1, -0.9, -0.3], [0.2, 0.2, 0.3], [1.0, 0.1, 0.2], [0.2, 0.3, 1.1], [-0.5, -0.1, 0.1], [-0.1, 0.2, 0.2], [-0.1, 0.3, -0.4], [0.4, -0.1, -0.7], [0.1, -0.6, 0.8], [-0.1, 0.2, -0.4], [0.7, 0.7, -0.1], [0.4, 0.2, -0.3], [1.0, 0.1, 0.1], [0.1, 0.0, -0.1], [-0.2, -0.1, -0.1], [-0.1, 0.2, -0.3], [0.0, 1.1, 1.4], [-0.2, -0.3, -0.3], [-0.8, -0.8, -0.4], [0.1, -0.1, -0.4], [0.9, 0.4, 0.1], [0.2, 0.0, -0.4], [-0.4, 0.2, 0.3], [0.0, -0.1, -0.1], [0.2, 0.6, -0.8], [0.0, -0.3, 0.8], [-0.6, 0.1, -0.6], [-0.1, -0.3, -0.2], [0.2, -0.3, -0.3], [0.3, 0.1, 1.0], [-0.2, -0.1, 0.2], [0.0, 0.0, -0.1]]}

[3]
{"formula": "C2HBrFN", "method": "the ωB97M-V functional and the def2-TZVPD basis", "homo_lumo_gap_ev": 9.74, "elements": ["C", "C", "N", "F", "Br", "H"], "coordinates": [[0.987, -0.564, 0.036], [-0.233, 0.230, -0.101], [1.983, -0.958, 0.369], [0.001, 1.377, -0.652], [-1.269, 0.459, 1.432], [-1.469, -0.545, -1.083]], "atomic_forces_ev_per_a": [[-3.5, 1.8, -0.3], [-3.4, -3.3, -2.5], [3.1, -1.6, 0.7], [0.6, 1.6, -1.0], [-0.2, 0.0, 1.2], [3.4, 1.5, 2.0]]}

[4]
{"formula": "C28H42N8PmS2", "method": "the ωB97M-V functional and the def2-TZVPD basis", "homo_lumo_gap_ev": [7.88, 7.92], "charge": 1, "spin_multiplicity": 5, "elements": ["Pm", "C", "N", "C", "C", "N", "C", "C", "C", "C", "C", "C", "C", "S", "C", "C", "C", "C", "C", "C", "S", "H", "H", "H", "H", "H", "H", "H", "H", "H", "H", "H", "H", "H", "H", "H", "H", "H", "H", "C", "N", "C", "C", "N", "C", "C", "N", "C", "C", "N", "C", "N", "C", "C", "C", "N", "C", "H", "H", "H", "H", "H", "H", "H", "H", "H", "H", "H", "H", "H", "H", "H", "H", "H", "H", "H", "H", "H", "H", "H", "H"], "coordinates": [[0.030, -0.137, -0.282], [2.137, -3.226, -0.353], [0.859, -2.684, -0.878], [-0.248, -3.589, -0.523], [-0.705, -3.336, 0.906], [-1.524, -2.112, 0.977], [-1.742, -1.721, 2.385], [-2.833, -2.337, 0.356], [-3.604, -3.438, 0.722], [-4.852, -3.657, 0.169], [-5.352, -2.759, -0.765], [-4.605, -1.654, -1.117], [-3.343, -1.415, -0.559], [-2.526, 0.067, -1.028], [1.022, -2.506, -2.318], [0.668, -3.512, -3.211], [0.887, -3.364, -4.570], [1.477, -2.202, -5.047], [1.857, -1.209, -4.164], [1.659, -1.346, -2.787], [2.315, -0.112, -1.702], [2.516, -4.008, -1.016], [1.992, -3.662, 0.636], [2.883, -2.435, -0.297], [0.045, -4.639, -0.627], [-1.089, -3.409, -1.195], [0.161, -3.212, 1.558], [-1.254, -4.212, 1.258], [-2.080, -2.570, 2.989], [-2.513, -0.952, 2.424], [-0.825, -1.319, 2.813], [-3.238, -4.140, 1.460], [-5.428, -4.523, 0.466], [-6.327, -2.918, -1.206], [-4.978, -0.935, -1.835], [0.213, -4.426, -2.853], [0.608, -4.162, -5.245], [1.648, -2.077, -6.108], [2.337, -0.307, -4.520], [1.057, 3.177, 4.035], [1.455, 1.780, 3.991], [2.417, 1.342, 5.002], [2.719, -0.102, 4.610], [2.144, -0.196, 3.279], [2.022, -1.499, 2.682], [1.288, 0.843, 3.023], [0.476, 0.799, 2.005], [-0.487, 1.887, 1.780], [0.031, 2.939, 0.789], [-0.020, 2.454, -0.590], [0.066, 3.315, -1.563], [-0.008, 2.937, -2.872], [-0.561, 1.697, -3.353], [-0.093, 4.081, -3.762], [0.343, 5.232, -2.866], [0.244, 4.672, -1.518], [0.802, 5.487, -0.449], [1.831, 3.729, 4.568], [0.118, 3.316, 4.574], [0.976, 3.609, 3.042], [1.978, 1.423, 5.997], [3.309, 1.971, 4.965], [2.242, -0.818, 5.289], [3.787, -0.316, 4.582], [3.000, -1.980, 2.672], [1.684, -1.390, 1.656], [1.328, -2.138, 3.239], [-0.756, 2.376, 2.714], [-1.405, 1.444, 1.368], [1.066, 3.170, 1.062], [-0.581, 3.834, 0.921], [-0.360, 0.899, -2.652], [-0.087, 1.442, -4.300], [-1.644, 1.764, -3.497], [-1.117, 4.209, -4.130], [0.565, 3.943, -4.619], [-0.303, 6.104, -2.957], [1.372, 5.538, -3.074], [1.083, 6.444, -0.882], [1.699, 5.046, -0.015], [0.076, 5.692, 0.336]], "atomic_forces_ev_per_a": [[0.0, -0.2, 0.3], [0.1, 0.1, 0.1], [0.0, 0.1, -0.1], [-0.1, 0.0, 0.2], [0.1, 0.0, -0.3], [-0.1, 0.1, 0.0], [0.0, 0.0, 0.0], [-0.1, 0.1, -0.1], [0.0, -0.1, 0.1], [0.0, 0.0, 0.0], [0.0, 0.0, 0.0], [0.1, 0.0, 0.0], [-0.1, -0.1, 0.0], [0.0, 0.1, -0.1], [0.1, 0.1, 0.0], [-0.2, 0.0, 0.0], [0.0, 0.0, 0.1], [0.0, 0.0, 0.0], [-0.1, 0.0, 0.0], [0.0, -0.1, 0.2], [0.1, 0.2, 0.0], [-0.1, -0.1, 0.0], [0.0, 0.1, 0.0], [0.0, 0.0, 0.0], [0.0, 0.0, -0.1], [0.0, 0.0, 0.0], [0.0, 0.0, 0.1], [0.0, 0.0, 0.1], [0.0, 0.0, 0.0], [0.0, 0.0, 0.0], [0.0, 0.0, 0.0], [0.0, 0.0, 0.0], [0.0, 0.0, 0.0], [0.0, 0.0, 0.0], [-0.1, 0.0, 0.0], [0.0, 0.0, 0.0], [0.0, 0.0, 0.0], [0.0, 0.0, 0.0], [0.0, 0.0, 0.0], [0.0, 0.0, 0.0], [0.0, 0.0, 0.2], [0.0, 0.0, 0.0], [0.0, 0.0, 0.0], [0.1, 0.0, 0.0], [0.0, 0.1, 0.1], [0.1, -0.3, -0.1], [-0.1, 0.2, -0.4], [0.3, 0.0, -0.1], [-0.1, 0.0, 0.0], [0.0, -0.5, 0.4], [0.2, -0.2, -0.2], [0.0, 0.1, -0.1], [-0.1, 0.1, 0.0], [0.0, 0.0, 0.0], [0.0, 0.0, 0.0], [-0.2, 0.2, 0.0], [0.0, -0.1, 0.1], [0.0, 0.0, 0.0], [0.0, 0.0, 0.0], [0.0, 0.0, 0.1], [0.1, 0.0, 0.0], [0.0, 0.0, 0.0], [0.0, 0.0, 0.0], [0.0, 0.0, 0.1], [0.0, 0.0, -0.1], [0.1, -0.1, -0.1], [0.0, 0.0, 0.0], [-0.2, -0.1, -0.1], [-0.1, 0.1, 0.1], [-0.1, 0.1, 0.1], [0.0, 0.0, 0.0], [0.1, -0.1, -0.1], [0.0, -0.1, 0.0], [0.0, 0.0, 0.0], [0.0, 0.0, 0.0], [0.0, 0.0, 0.0], [0.0, 0.0, 0.0], [0.0, 0.0, 0.0], [0.0, 0.0, 0.0], [0.0, 0.0, 0.0], [0.0, 0.0, 0.0]]}

[5]
{"formula": "C58H51N3OP2S4Y", "method": "the ωB97M-V functional and the def2-TZVPD basis", "homo_lumo_gap_ev": 6.65, "charge": 1, "elements": ["Y", "S", "C", "C", "C", "C", "C", "C", "S", "C", "C", "C", "C", "C", "C", "C", "S", "C", "C", "C", "C", "C", "C", "S", "N", "H", "H", "H", "H", "H", "H", "H", "H", "H", "H", "H", "H", "H", "H", "H", "C", "C", "C", "C", "C", "C", "C", "C", "P", "C", "C", "C", "C", "C", "C", "C", "C", "C", "C", "C", "C", "C", "O", "C", "C", "C", "C", "C", "C", "P", "C", "C", "C", "C", "C", "C", "C", "C", "C", "C", "C", "C", "H", "H", "H", "H", "H", "H", "H", "H", "H", "H", "H", "H", "H", "H", "H", "H", "H", "H", "H", "H", "H", "H", "H", "H", "H", "H", "H", "H", "H", "H", "H", "H", "N", "N", "H", "H", "H", "H"], "coordinates": [[-0.902, 0.498, -1.078], [-0.694, 1.387, -3.844], [-0.975, -0.125, -4.663], [-0.356, -0.352, -5.908], [-0.517, -1.531, -6.606], [-1.312, -2.558, -6.099], [-1.947, -2.369, -4.891], [-1.792, -1.168, -4.187], [-2.686, -1.110, -2.650], [-4.127, -0.034, -2.966], [-4.117, 1.390, -2.455], [-5.304, 2.118, -2.442], [-5.247, 3.482, -2.223], [-4.007, 4.093, -2.085], [-2.874, 3.297, -2.080], [-1.483, 3.888, -2.036], [-0.770, 3.226, -0.506], [1.038, 3.196, -0.344], [1.716, 4.592, -0.185], [2.621, 5.049, -1.273], [3.354, 4.154, -1.914], [3.302, 2.694, -1.634], [2.104, 2.054, -0.818], [1.146, -0.533, -2.172], [-2.950, 1.959, -2.173], [0.279, 0.433, -6.297], [-0.010, -1.660, -7.555], [-1.432, -3.488, -6.640], [-2.568, -3.151, -4.470], [-5.005, -0.565, -2.597], [-4.202, 0.004, -4.054], [-6.249, 1.624, -2.632], [-6.154, 4.074, -2.205], [-3.919, 5.169, -2.000], [-1.522, 4.972, -1.965], [-0.917, 3.584, -2.912], [0.938, 5.323, 0.035], [2.679, 6.106, -1.506], [4.034, 4.443, -2.711], [4.264, 2.348, -1.255], [2.271, -1.817, 5.751], [2.790, -2.354, 4.403], [3.903, -3.376, 4.657], [3.313, -1.175, 3.591], [4.560, -0.600, 3.820], [4.993, 0.521, 3.129], [4.168, 1.118, 2.188], [2.910, 0.587, 1.941], [1.671, 1.260, 0.809], [2.301, 0.844, -1.857], [2.894, 1.825, -2.876], [4.002, 1.343, -3.753], [4.828, 0.405, -3.293], [4.591, -0.195, -1.978], [3.465, 0.024, -1.298], [1.263, 2.983, 1.231], [2.335, 4.112, 1.170], [2.348, 5.100, 2.293], [1.367, 5.144, 3.188], [0.249, 4.187, 3.142], [0.187, 3.207, 2.242], [2.515, -0.564, 2.636], [1.271, -1.054, 2.307], [0.925, -2.325, 2.669], [-0.167, -2.886, 2.003], [-0.573, -4.164, 2.380], [0.089, -4.858, 3.375], [1.182, -4.278, 4.000], [1.626, -3.007, 3.661], [-1.127, -2.059, 0.657], [-2.787, -1.973, 1.446], [-3.943, -1.960, 0.657], [-5.192, -1.766, 1.229], [-5.308, -1.567, 2.601], [-4.169, -1.579, 3.393], [-2.918, -1.787, 2.820], [-1.297, -3.433, -0.544], [-2.343, -4.355, -0.544], [-2.388, -5.360, -1.500], [-1.387, -5.459, -2.460], [-0.335, -4.555, -2.455], [-0.291, -3.546, -1.502], [3.081, -1.342, 6.309], [1.864, -2.632, 6.354], [1.483, -1.076, 5.596], [4.754, -2.912, 5.153], [4.248, -3.821, 3.722], [3.561, -4.174, 5.316], [5.216, -1.033, 4.564], [5.975, 0.930, 3.328], [4.508, 1.986, 1.638], [2.105, 2.331, -3.430], [4.125, 1.779, -4.738], [5.666, 0.053, -3.884], [5.328, -0.884, -1.580], [3.275, -0.521, -0.382], [3.340, 3.730, 0.988], [3.182, 5.792, 2.340], [1.382, 5.880, 3.983], [-0.537, 4.283, 3.882], [-0.645, 2.510, 2.255], [-1.413, -4.626, 1.877], [-0.238, -5.850, 3.659], [1.695, -4.830, 4.777], [-3.866, -2.129, -0.412], [-6.078, -1.779, 0.606], [-6.282, -1.420, 3.050], [-4.252, -1.439, 4.463], [-2.039, -1.807, 3.454], [-3.134, -4.297, 0.192], [-3.206, -6.069, -1.493], [-1.429, -6.243, -3.206], [0.451, -4.624, -3.195], [0.538, -2.848, -1.505], [-3.214, 2.411, 1.287], [-2.910, 1.064, 0.892], [-3.993, 2.409, 1.939], [-3.503, 2.924, 0.462], [-3.764, 0.545, 0.703], [-2.501, 0.609, 1.703]], "atomic_forces_ev_per_a": [[-0.6, 0.7, -0.7], [-0.1, -0.1, -0.1], [0.0, -0.1, -0.1], [0.0, 0.0, 0.1], [0.0, 0.0, 0.0], [0.0, 0.0, 0.0], [0.0, 0.1, 0.1], [0.0, -0.1, -0.1], [0.1, 0.3, 0.3], [0.0, 0.0, 0.1], [0.0, 0.0, -0.1], [0.0, 0.0, -0.1], [-0.1, 0.0, 0.0], [0.0, 0.0, -0.1], [0.0, 0.0, -0.1], [0.0, 0.0, 0.1], [0.2, -0.3, 0.0], [-0.1, 0.3, 0.0], [0.1, -0.1, 0.0], [-0.1, 0.0, 0.1], [0.0, -0.1, 0.0], [-0.1, 0.1, 0.0], [0.2, -0.4, 0.0], [0.4, -0.3, 0.1], [0.0, 0.0, 0.6], [0.0, 0.0, 0.0], [0.0, 0.0, 0.0], [0.0, 0.0, 0.0], [0.0, 0.0, 0.0], [0.0, 0.0, 0.0], [-0.1, 0.0, 0.0], [0.0, 0.0, 0.0], [0.0, 0.0, 0.0], [0.0, 0.0, 0.0], [0.0, 0.0, 0.0], [0.0, 0.0, -0.1], [0.0, 0.0, 0.0], [0.0, 0.0, 0.0], [0.0, 0.0, 0.1], [0.0, 0.0, 0.0], [0.0, 0.0, 0.0], [0.0, 0.1, 0.0], [0.0, 0.0, 0.0], [0.0, 0.0, 0.0], [0.0, 0.0, 0.0], [0.0, 0.0, 0.0], [0.1, 0.0, 0.0], [-0.3, -0.4, 0.0], [0.1, 0.7, 0.1], [0.0, -0.1, 0.1], [0.1, 0.0, 0.1], [-0.1, 0.1, 0.0], [0.1, -0.1, 0.1], [0.1, 0.0, -0.2], [-0.1, 0.1, 0.0], [0.1, -0.1, 0.2], [-0.1, 0.1, -0.1], [0.1, 0.0, -0.1], [-0.1, -0.1, 0.1], [0.1, 0.1, 0.0], [0.1, -0.1, -0.2], [0.0, 0.0, -0.1], [-0.1, 0.2, 0.0], [0.1, 0.0, -0.1], [0.0, 0.0, -0.1], [0.0, 0.0, 0.0], [0.0, 0.0, 0.0], [0.0, 0.0, 0.0], [0.0, 0.0, 0.1], [-0.1, -0.4, 0.2], [0.0, 0.0, -0.1], [0.0, 0.0, 0.0], [0.0, 0.0, 0.0], [0.0, 0.0, 0.0], [0.0, 0.0, 0.0], [0.0, 0.1, 0.0], [0.0, 0.0, 0.0], [0.0, 0.0, 0.0], [0.0, 0.0, 0.0], [0.0, 0.0, 0.0], [0.0, 0.0, 0.0], [0.0, 0.0, 0.0], [0.0, 0.0, 0.0], [0.0, 0.0, 0.0], [0.0, 0.0, 0.0], [0.0, 0.0, 0.0], [0.0, 0.0, 0.0], [0.0, 0.0, 0.0], [0.0, 0.0, 0.0], [0.0, 0.0, 0.0], [0.0, 0.0, 0.0], [0.0, 0.0, 0.0], [0.0, 0.0, 0.0], [0.0, 0.0, 0.0], [0.0, 0.0, 0.0], [0.0, 0.0, 0.0], [0.0, 0.0, 0.0], [0.0, 0.0, 0.0], [0.0, 0.0, 0.0], [0.0, 0.0, 0.0], [0.0, 0.1, 0.0], [0.0, 0.0, 0.0], [0.0, 0.0, 0.0], [0.0, 0.0, 0.0], [0.0, 0.0, 0.0], [0.0, 0.0, 0.0], [0.0, 0.0, 0.0], [0.0, 0.0, 0.0], [0.0, 0.0, 0.0], [0.0, 0.0, 0.0], [0.0, 0.0, 0.0], [0.0, 0.0, 0.0], [0.0, 0.0, 0.0], [0.0, 0.0, 0.0], [0.0, -0.1, 0.1], [0.3, -0.1, -0.2], [0.0, 0.0, 0.0], [0.1, 0.0, 0.0], [0.0, -0.1, 0.0], [0.0, 0.0, 0.0]]}

[6]
{"formula": "C5H6BrCl", "method": "the ωB97M-V functional and the def2-TZVPD basis", "homo_lumo_gap_ev": 10.27, "smiles": "C=C(Cl)/C(Br)=C/C", "elements": ["C", "C", "Cl", "C", "Br", "C", "C", "H", "H", "H", "H", "H", "H"], "coordinates": [[-0.531, -1.789, 1.295], [-1.109, -1.245, 0.249], [-2.346, -2.077, -0.734], [-0.632, 0.090, -0.135], [-1.801, 1.431, 0.541], [0.526, 0.311, -0.681], [1.287, 1.642, -0.790], [-0.906, -2.697, 1.857], [0.206, -1.093, 1.807], [1.012, -0.510, -0.944], [0.810, 2.263, -0.068], [1.103, 2.054, -1.795], [2.381, 1.622, -0.602]], "atomic_forces_ev_per_a": [[0.1, -0.2, 2.5], [-0.2, -0.7, -1.1], [0.6, 0.7, 0.7], [-1.8, 0.1, 0.4], [0.0, 0.3, -0.2], [0.6, 4.1, 0.7], [-0.7, -0.9, -0.7], [0.7, 1.0, -1.1], [-0.9, -1.3, -0.5], [2.2, -3.6, -1.3], [-0.1, 1.0, 0.4], [0.2, 0.1, 0.3], [-0.8, -0.5, -0.1]]}